Formula: C42H43ClMgP2
Source: the OMol25 dataset
Level of theory: wB97M-V/def2-TZVPD

The geometry in ORCA input format:
```
! RIJCOSX wB97M-V def2-TZVPD def2/J DEFGRID3
* xyz 0 1
Mg -1.11 -1.50 -3.92
C 0.41 -2.90 -5.53
C 1.12 -1.78 -5.47
C 1.07 -0.72 -6.49
C -0.35 -0.24 -6.82
C -1.38 -0.38 -5.72
C -2.13 -1.53 -5.62
C -1.96 -2.71 -6.48
C -0.54 -3.21 -6.66
C -0.96 0.64 -0.13
H 0.64 -3.77 -4.91
H 1.97 -1.72 -4.78
H 1.51 -1.09 -7.44
H 1.69 0.13 -6.19
H -0.29 0.82 -7.10
H -0.65 -0.74 -7.76
H -1.82 0.59 -5.45
H -2.98 -1.63 -4.95
H -2.36 -2.38 -7.45
H -2.62 -3.49 -6.08
H -0.60 -4.30 -6.81
H -0.17 -2.82 -7.63
H -1.18 -0.42 0.26
H -1.50 1.35 0.53
H 0.13 0.84 -0.22
P 1.64 -0.58 -2.11
P -1.76 0.97 -1.65
C 0.63 0.36 -3.23
C -0.68 0.77 -3.07
C 3.35 0.00 -2.19
C 3.99 0.39 -3.38
C 5.31 0.87 -3.33
C 5.95 1.03 -2.08
C 5.29 0.68 -0.89
C 3.99 0.17 -0.95
C 1.69 -2.38 -2.47
C 0.54 -3.19 -2.67
C 0.51 -4.53 -2.27
C 1.72 -5.18 -2.13
C 2.89 -4.47 -2.38
C 2.90 -3.09 -2.52
C -2.32 2.73 -1.66
C -1.37 3.77 -1.45
C -1.73 5.12 -1.42
C -3.06 5.49 -1.64
C -4.03 4.50 -1.85
C -3.65 3.14 -1.88
C -3.22 -0.07 -1.91
C -3.69 -0.78 -0.82
C -4.70 -1.70 -1.00
C -5.29 -1.89 -2.25
C -4.83 -1.15 -3.34
C -3.81 -0.21 -3.18
H 1.18 0.66 -4.11
H -1.01 1.55 -3.77
H 3.48 0.32 -4.34
H 5.85 1.14 -4.25
H 6.97 1.43 -2.04
H 5.79 0.80 0.08
H 3.48 -0.10 -0.03
H -0.39 -2.83 -3.13
H -0.46 -5.06 -2.21
H 1.74 -6.25 -1.96
H 3.84 -4.97 -2.35
H 3.83 -2.53 -2.63
H -0.32 3.52 -1.31
H -0.97 5.90 -1.22
H -3.37 6.53 -1.65
H -5.08 4.76 -2.02
H -4.40 2.38 -2.06
H -3.27 -0.62 0.18
H -5.03 -2.26 -0.14
H -6.07 -2.64 -2.37
H -5.25 -1.33 -4.32
H -3.55 0.45 -4.02
Cl -1.53 -2.77 2.67
C -0.21 -1.79 3.12
C -0.09 -1.29 4.40
C 0.90 -0.33 4.68
C 1.72 0.18 3.65
C 1.62 -0.34 2.36
C 0.79 -1.49 2.12
C 0.84 -2.16 0.93
H -0.71 -1.70 5.20
H 1.08 0.01 5.73
H 2.51 0.94 3.86
H 2.21 0.07 1.50
H 1.49 -1.77 0.15
H 0.21 -3.01 0.78
*
```

Calculated values
- Relative energy (zero: lowest compared OMol25 entry of this formula, charge and spin): 240.2 kJ/mol
- Calculated total energy: -80786.876 eV
- HOMO level (alpha / beta): -0.1503 / -0.1506 Eh
- HOMO-LUMO gap (alpha / beta): 3.4 / 3.7 eV
- Molar mass: 669.512 Da

Atom charges from the Mulliken analysis, given in e for atoms 1 to 2: atom 1 (Mg): 0.575, atom 2 (C): -0.038